{"formula": "C14H32NO3P2PtSi", "method": "the ωB97M-V functional and the def2-TZVPD basis", "elements": ["Pt", "P", "C", "C", "N", "C", "C", "C", "C", "C", "P", "H", "H", "H", "H", "H", "H", "H", "H", "O", "H", "H", "O", "H", "C", "H", "H", "H", "C", "H", "H", "H", "C", "H", "H", "H", "C", "H", "H", "H", "C", "Si", "C", "C", "O", "H", "H", "H", "H", "H", "H", "H", "H", "H"], "xyz": [[0.024417, -0.087531, -0.196452], [2.051049, -1.064349, 0.102889], [2.380350, -1.430931, -1.661765], [1.106604, -1.859022, -2.356582], [-0.056903, -1.397315, -1.841408], [-1.245504, -1.661428, -2.430456], [-1.302058, -2.527329, -3.516232], [-0.126612, -3.066129, -4.047608], [1.092091, -2.702527, -3.467267], [-2.489233, -0.996352, -1.891622], [-2.077737, 0.442212, -0.825595], [2.072314, -3.058528, -3.800662], [-2.301125, -2.724234, -3.897418], [-0.159318, -3.750762, -4.902253], [-3.164308, -0.650463, -2.687620], [-3.046435, -1.700753, -1.254439], [2.708478, -0.441743, -2.080577], [3.149119, -2.210358, -1.730317], [0.896962, 2.997185, -1.770574], [1.546542, 2.292044, -2.104954], [2.027221, 2.785873, -2.790503], [-0.123764, 3.566530, 0.043469], [-0.202117, 3.885065, -0.895221], [-0.608444, 4.766080, -0.847152], [-2.100546, 1.860893, -1.937792], [-3.089662, 1.921311, -2.418049], [-1.879977, 2.760239, -1.340162], [-1.299117, 1.745669, -2.683453], [-3.332636, 0.642730, 0.433685], [-3.076564, 1.517451, 1.041103], [-4.306541, 0.791864, -0.050614], [-3.362584, -0.245248, 1.078411], [2.136142, -2.659168, 0.959833], [3.080530, -3.162586, 0.703540], [2.092592, -2.504568, 2.046695], [1.294390, -3.300352, 0.661239], [3.348787, 0.028718, 0.678780], [3.072252, 0.417328, 1.666883], [4.291833, -0.535729, 0.730179], [3.432003, 0.867720, -0.028608], [-1.541419, 1.837269, 3.634701], [-0.111309, 0.793075, 2.969343], [1.453361, 1.316125, 3.896634], [-0.474644, -1.014873, 3.372598], [0.077710, 1.190230, 1.397949], [-1.530740, 1.850779, 4.733888], [-2.519845, 1.460944, 3.311341], [-1.452892, 2.873811, 3.281691], [1.271951, 1.305744, 4.981645], [2.310724, 0.663289, 3.690678], [1.737725, 2.338847, 3.610849], [-1.354465, -1.388387, 2.832968], [0.364912, -1.682795, 3.141945], [-0.683576, -1.095582, 4.452441]], "forces_ev_per_a": [[0.3, 1.5, 2.3], [0.0, -0.6, -0.1], [0.3, 0.3, 0.0], [-0.9, -0.4, 0.0], [-0.1, -0.7, -2.1], [0.9, -0.3, -0.3], [-0.1, 0.1, 0.1], [0.0, 0.1, 0.2], [0.3, 0.0, 0.3], [-0.6, 0.2, 0.5], [-0.2, -0.2, -0.8], [-0.6, 0.0, -0.2], [0.3, -0.2, -0.3], [0.0, 0.3, 0.4], [0.2, -0.4, 0.0], [0.1, 0.1, -0.2], [-0.1, -0.9, 0.1], [0.0, 0.4, -0.4], [1.1, -1.3, -0.4], [-0.7, 1.3, 0.0], [-0.1, -0.4, 0.2], [0.0, 0.4, -1.1], [-0.2, 0.3, 1.7], [0.3, -0.3, 0.0], [-0.5, 0.2, 0.1], [0.3, 0.2, 0.0], [-0.3, -0.4, -0.5], [-0.3, 0.0, 0.2], [-0.8, 0.0, -0.2], [-0.1, -0.2, -0.1], [0.0, 0.0, 0.4], [0.0, 0.2, -0.2], [0.5, -0.3, 0.1], [-0.2, 0.0, 0.2], [0.0, -0.1, -0.3], [0.2, 0.3, 0.1], [0.6, -0.2, 0.0], [0.1, -0.1, -0.3], [-0.1, 0.4, 0.1], [0.0, -0.2, 0.3], [0.1, 0.0, -0.1], [0.0, 0.2, 1.7], [-0.1, 0.0, -0.1], [0.0, 0.1, -0.2], [-0.1, 0.6, -0.5], [0.0, 0.0, -0.3], [0.1, 0.0, 0.1], [0.0, -0.2, 0.1], [0.1, 0.0, -0.3], [-0.1, 0.1, 0.1], [-0.1, -0.2, 0.1], [0.1, 0.0, 0.1], [-0.2, 0.1, 0.1], [0.1, 0.0, -0.3]], "multiplicity": 3, "s_squared": 2.011, "total_energy_ev": -52367.644, "total_charge": 1, "largest_force_ev_per_a": 2.78}